Entry 1:
{
  "formula": "C11H20F3LiN2O7PSSi2",
  "method": "ωB97M-V/def2-TZVPD",
  "e_homo_ev": -3.89,
  "lumo_ev": -0.510,
  "charge": -1,
  "e_tot_ha": -2693.09934,
  "homo_lumo_gap_ha": 0.1244,
  "species": ["C", "C", "O", "N", "C", "C", "O", "Si", "F", "S", "O", "Si", "P", "C", "O", "H", "H", "H", "H", "H", "H", "H", "H", "H", "H", "H", "H", "H", "C", "C", "C", "C", "C", "C", "N", "O", "O", "H", "H", "H", "H", "H", "Li", "F", "F", "O", "H", "H"],
  "coordinates": [[2.464, 2.148, 1.176], [1.099, 1.559, 1.362], [0.664, 1.224, 2.431], [0.352, 1.349, 0.163], [0.277, 2.447, -0.745], [0.336, 2.170, -2.221], [0.231, 3.576, -0.342], [-0.801, 0.071, 0.224], [-0.008, -1.160, 0.825], [-1.426, -0.561, -1.764], [-2.179, 0.177, 0.945], [-2.944, 1.623, 1.555], [-4.827, 1.762, 0.361], [-4.704, 3.376, -0.453], [-4.668, 0.567, -0.763], [3.051, 1.977, 2.064], [2.914, 1.693, 0.299], [2.347, 3.205, 0.959], [0.884, 2.997, -2.652], [-0.661, 2.112, -2.641], [0.894, 1.262, -2.427], [-2.514, -1.223, -1.345], [-2.100, 2.837, 1.550], [-3.282, 1.353, 2.964], [-5.671, 3.646, -0.855], [-3.935, 3.405, -1.224], [-4.433, 4.072, 0.346], [-5.455, 0.010, -0.709], [3.237, -5.239, 0.014], [2.607, -4.037, 0.306], [3.076, -2.859, -0.251], [4.165, -2.906, -1.097], [4.811, -4.091, -1.395], [4.340, -5.265, -0.832], [4.646, -1.656, -1.709], [4.068, -0.628, -1.421], [5.584, -1.728, -2.475], [2.869, -6.159, 0.447], [1.751, -4.013, 0.965], [2.588, -1.922, -0.024], [5.664, -4.102, -2.056], [4.831, -6.201, -1.055], [-2.212, -0.944, -3.906], [-3.823, 4.234, 2.623], [-6.675, 0.692, -2.245], [-2.539, -0.608, 5.232], [-2.280, -0.558, 4.306], [-2.615, 0.317, 5.488]]
}

=====

Entry 2:
{
  "formula": "C4H10N2",
  "method": "ωB97M-V/def2-TZVPD",
  "e_homo_ev": -9.04,
  "relative_energy_kj_mol": 242.52,
  "smiles": "[H]/N=C\\CN.C=C",
  "lumo_ev": 1.020,
  "e_tot_ha": -267.83296,
  "homo_lumo_gap_ha": 0.3698,
  "species": ["H", "N", "C", "C", "N", "H", "H", "H", "H", "H", "C", "C", "H", "H", "H", "H"],
  "coordinates": [[1.914, 1.343, -0.187], [1.636, 1.257, -1.171], [0.425, 0.968, -1.324], [-0.786, 1.370, -0.306], [-0.490, 1.196, 1.074], [0.077, 0.888, -2.355], [-1.068, 2.411, -0.533], [-1.615, 0.708, -0.584], [0.227, 1.850, 1.379], [-0.135, 0.225, 1.227], [0.508, -1.661, 0.454], [-0.568, -2.425, 0.494], [1.224, -1.651, 1.265], [0.755, -1.002, -0.465], [-1.254, -2.484, -0.338], [-0.849, -2.992, 1.368]]
}

=====

Entry 3:
{
  "formula": "C27H57ClN5O2",
  "method": "ωB97M-V/def2-TZVPD",
  "e_homo_ev": -11.68,
  "lumo_ev": -3.087,
  "charge": 1,
  "e_tot_ha": -1947.00643,
  "homo_lumo_gap_ha": 0.3159,
  "species": ["C", "C", "N", "C", "N", "C", "Cl", "N", "O", "C", "C", "N", "C", "C", "C", "O", "N", "H", "H", "H", "H", "H", "H", "H", "H", "H", "H", "H", "H", "H", "H", "H", "C", "C", "C", "C", "C", "C", "H", "H", "H", "H", "H", "H", "H", "H", "H", "H", "H", "H", "H", "H", "C", "C", "C", "C", "C", "C", "H", "H", "H", "H", "H", "H", "H", "H", "H", "H", "H", "H", "H", "H", "C", "C", "C", "C", "C", "C", "H", "H", "H", "H", "H", "H", "H", "H", "H", "H", "H", "H", "H", "H"],
  "coordinates": [[3.919, 1.958, 1.729], [4.127, 2.795, 0.887], [4.076, 3.911, 0.066], [3.014, 4.061, -0.736], [2.766, 5.104, -1.584], [1.570, 4.786, -2.139], [0.758, 5.785, -3.284], [1.127, 3.608, -1.691], [0.034, 2.880, -1.973], [-1.217, 3.556, -1.592], [-2.192, 2.412, -1.154], [-3.511, 2.633, -1.748], [-4.120, 3.879, -1.271], [-5.662, 3.777, -1.094], [-6.120, 5.021, -0.248], [-6.024, 2.603, -0.381], [2.024, 3.153, -0.794], [3.632, 1.294, 2.539], [4.814, 4.604, 0.102], [-1.081, 4.304, -0.790], [-1.631, 4.009, -2.510], [-1.802, 1.461, -1.581], [-2.205, 2.343, -0.042], [-4.083, 1.820, -1.531], [-3.683, 4.242, -0.308], [-3.953, 4.693, -2.015], [-6.089, 3.801, -2.124], [-7.127, 5.327, -0.588], [-5.414, 5.857, -0.417], [-6.127, 4.738, 0.820], [-6.973, 2.578, -0.206], [1.871, 2.256, -0.340], [0.492, 0.007, 4.751], [1.047, 0.048, 6.171], [2.551, -0.209, 6.242], [2.999, -1.587, 5.747], [2.360, -2.775, 6.465], [2.691, -2.832, 7.952], [0.618, -0.978, 4.297], [-0.575, 0.235, 4.754], [0.993, 0.746, 4.118], [0.505, -0.667, 6.796], [0.845, 1.036, 6.594], [2.884, -0.066, 7.273], [3.070, 0.556, 5.651], [4.088, -1.654, 5.854], [2.799, -1.674, 4.674], [2.716, -3.696, 5.994], [1.274, -2.763, 6.331], [3.770, -2.886, 8.110], [2.241, -3.717, 8.406], [2.309, -1.960, 8.486], [-1.241, -1.667, 0.336], [-2.476, -1.536, -0.550], [-3.199, -2.861, -0.787], [-2.376, -3.925, -1.516], [-1.846, -3.510, -2.888], [-2.949, -3.196, -3.894], [-0.484, -2.307, -0.121], [-0.787, -0.686, 0.502], [-1.503, -2.085, 1.310], [-2.196, -1.076, -1.505], [-3.174, -0.842, -0.070], [-4.119, -2.665, -1.344], [-3.515, -3.269, 0.179], [-2.997, -4.820, -1.632], [-1.532, -4.228, -0.889], [-1.236, -4.326, -3.285], [-1.179, -2.647, -2.795], [-3.604, -4.058, -4.035], [-2.516, -2.942, -4.864], [-3.558, -2.348, -3.575], [2.001, -3.397, -5.087], [3.225, -2.856, -4.354], [3.025, -2.742, -2.843], [1.920, -1.780, -2.407], [2.080, -0.341, -2.896], [3.339, 0.340, -2.368], [1.140, -2.734, -4.979], [2.209, -3.494, -6.153], [1.725, -4.383, -4.708], [3.508, -1.887, -4.778], [4.066, -3.528, -4.541], [3.973, -2.444, -2.384], [2.798, -3.734, -2.441], [1.875, -1.779, -1.312], [0.951, -2.160, -2.744], [1.207, 0.236, -2.567], [2.075, -0.304, -3.988], [3.345, 0.351, -1.273], [3.382, 1.376, -2.718], [4.245, -0.159, -2.711]]
}